This record from OMol25 describes a 2-piece molecular cluster, C30H38N2O2P overall at a distorted geometry. The level of theory is wB97M-V/def2-TZVPD.

Atoms and positions in Å:
C (4.7987, 4.5224, -2.4718)
O (4.7846, 3.0831, -2.5311)
C (3.5897, 2.4309, -2.5777)
C (3.6489, 1.0192, -2.5371)
C (2.5067, 0.2713, -2.3167)
C (1.2689, 0.8992, -2.0843)
C (0.2136, -0.0218, -1.5072)
C (-1.2056, 0.4094, -1.2302)
C (-2.2417, -0.5149, -1.3758)
C (-3.5343, -0.1911, -1.0145)
C (-3.8102, 1.1200, -0.6233)
O (-5.1184, 1.4524, -0.2833)
C (-5.8498, 2.0463, -1.3117)
C (-6.8346, 1.2784, -1.9434)
C (-7.4896, 1.8223, -3.0423)
C (-7.2276, 3.1296, -3.4617)
C (-6.2409, 3.8732, -2.8053)
C (-5.5260, 3.3355, -1.7389)
C (-2.7949, 2.0547, -0.4436)
C (-1.4818, 1.6661, -0.6903)
C (1.1783, 2.2921, -2.2310)
C (2.3366, 3.0595, -2.4180)
H (5.8438, 4.7661, -2.6323)
H (4.1766, 4.9501, -3.2671)
H (4.4730, 4.8662, -1.4830)
H (4.6213, 0.5529, -2.6266)
H (2.5849, -0.8159, -2.2883)
H (0.2680, -1.0261, -1.9592)
H (-2.0293, -1.5119, -1.7521)
H (-4.3477, -0.8994, -1.0503)
H (-7.0302, 0.2666, -1.5877)
H (-8.2505, 1.2287, -3.5554)
H (-7.7738, 3.5666, -4.3059)
H (-6.0358, 4.9024, -3.1092)
H (-4.7204, 3.8802, -1.2420)
H (-3.0363, 3.0621, -0.1161)
H (-0.6696, 2.3465, -0.4366)
H (0.2159, 2.7947, -2.1980)
H (2.2874, 4.1515, -2.3936)
C (-1.9520, -2.5827, 2.8080)
C (-0.7207, -3.4423, 2.5549)
C (-0.4416, -4.3800, 3.7320)
C (-0.8949, -4.1927, 1.2357)
N (0.4819, -2.5824, 2.4301)
P (2.0063, -3.2613, 2.0356)
H (0.5934, -0.1595, -0.5185)
N (2.6047, -1.6565, 2.1298)
C (4.0404, -1.3682, 1.8873)
C (4.2806, 0.1348, 1.9181)
C (4.4044, -1.9078, 0.5022)
C (4.8004, -2.0802, 3.0102)
C (1.8697, -0.9046, 3.0424)
C (0.6343, -1.4439, 3.2162)
H (-2.1494, -1.8646, 2.0002)
H (-2.8199, -3.2428, 2.8968)
H (-1.8803, -2.0218, 3.7416)
H (0.5061, -4.9223, 3.5874)
H (-0.3454, -3.7730, 4.6403)
H (-1.2523, -5.1045, 3.8672)
H (-0.0049, -4.7737, 0.9482)
H (-1.7432, -4.8845, 1.3139)
H (-1.1238, -3.4899, 0.4181)
H (4.0253, 0.5796, 2.8812)
H (5.3473, 0.3134, 1.7563)
H (3.7235, 0.6741, 1.1408)
H (4.1489, -2.9749, 0.3847)
H (3.8856, -1.3440, -0.2922)
H (5.4847, -1.7777, 0.3406)
H (4.5434, -3.1507, 3.0451)
H (5.8829, -1.9767, 2.8798)
H (4.5078, -1.6363, 3.9695)
H (2.2122, 0.0654, 3.4004)
H (-0.2027, -0.9869, 3.7387)

Cartesian forces (eV/Å) of the 6 atoms listed first:
-0.1 -0.8 -0.1
-0.2 0.2 -0.4
-0.8 -0.1 1.3
0.0 0.6 -0.2
0.1 0.7 0.1
0.0 0.1 -0.6

F_max = 3.5 eV/Å
relative energy (zero: lowest compared OMol25 entry of this formula, charge and spin) = 16.14 kcal per mole
HOMO-LUMO gap = 5.49 eV
charge = +1

Here are the Löwdin charges for atoms 1 to 6, given in e: -0.06 -0.10 -0.27 -0.01 -0.07 -0.21